Computed, not measured: 3 unconnected molecules or ions with the total composition C3H9NO, with ωB97M-V/def2-TZVPD.

Structure (XYZ):
```
14
C3H9NO, DFT ωB97M-V/def2-TZVPD
C -0.63825 0.42140 0.01340
C 0.24135 0.21750 1.06666
C 1.65402 -0.60457 -0.49786
N -1.46708 -0.52405 -0.46330
O -0.63390 1.60846 -0.58306
H -1.08813 1.57700 -1.43424
H -1.09478 0.84956 1.85534
H -1.47436 -1.41140 0.01388
H -2.34318 -0.24649 -0.87607
H 0.92436 0.99860 1.33556
H 0.22966 -0.69846 1.62339
H 1.74966 0.02284 -1.38421
H 2.56872 -0.58630 0.09385
H 1.37191 -1.62411 -0.76333
```

The highest occupied orbital energy (alpha / beta) is -0.216 / -0.218 Eh. Its orbital gap (alpha / beta) is 0.2275 / 0.2283 Ha. The total energy comes out at -249.4928 Eh. For the energy relative to the best compared isomer or geometry (same formula, charge and spin), the calculation gives 580.0 kJ/mol. The spin multiplicity is 1. Its LUMO energy (alpha / beta) is 0.3 / 0.3 eV.

Let us look at the Mulliken charges, expressed in e, one per atom: C -0.399; C -0.345; C -1.190; N -0.293; O -0.290; H 0.329; H 0.172; H 0.217; H 0.214; H 0.275; H 0.379; H 0.276; H 0.349; H 0.307